1.
Formula: C23H45Br15O30S8
Source: the OMol25 dataset
Level of theory: ωB97M-V with the def2-TZVPD basis set

CARTESIAN COORDINATES (ANGSTROEM)
O1 -2.42650 -12.31104 -3.11140
S1 -2.04487 -12.75648 -1.79353
O2 -1.30784 -11.88762 -0.92703
O3 -3.42124 -13.22731 -1.05903
C1 -3.36795 -13.22382 0.39018
C2 -4.64771 -13.93628 0.80577
C3 -1.12076 -14.35316 -1.91260
H1 -3.28159 -12.18953 0.72494
H2 -2.43764 -13.67829 0.73866
H3 -4.69291 -14.96032 0.43780
H4 -5.49865 -13.42212 0.35242
H5 -4.84654 -13.91616 1.87653
H6 -0.48165 -14.52016 -1.05387
H7 -0.46042 -14.19945 -2.77034
H8 -1.84929 -15.09430 -2.22604
O4 -0.54746 -16.61164 -5.44390
S2 -0.24852 -15.24892 -5.79649
O5 0.43798 -14.34726 -4.91638
O6 0.67104 -15.23746 -7.14020
C4 0.98447 -16.51746 -7.73843
C5 1.76894 -16.41381 -8.99610
C6 -1.71042 -14.45470 -6.41593
H9 0.03927 -17.06180 -7.80116
H10 1.55003 -17.09608 -6.99956
H11 1.26036 -16.00110 -9.86700
H12 2.03580 -17.44176 -9.25104
H13 2.72694 -15.91986 -8.84164
H14 -1.49223 -13.39569 -6.52914
H15 -2.57700 -14.61653 -5.78189
H16 -1.85138 -14.84602 -7.42380
C7 0.23159 -20.76556 -9.94451
Br1 -0.82382 -19.17248 -9.45898
Br2 2.07856 -20.43502 -9.52656
Br3 0.05374 -21.13436 -11.84343
H17 -0.16983 -21.55691 -9.32732
C8 -5.20646 -16.91298 -7.85306
Br4 -3.28021 -16.98886 -7.96180
Br5 -5.79576 -15.35957 -6.85377
Br6 -5.92266 -18.60779 -7.17423
H18 -5.59193 -16.82236 -8.85623
C9 -5.16168 -14.93409 -2.59882
Br7 -6.54337 -13.97979 -3.65898
Br8 -3.78581 -15.81875 -3.69769
Br9 -5.92180 -16.13360 -1.25355
H19 -4.59593 -14.15139 -2.10955
C10 1.61802 -11.89181 -9.56690
Br10 2.96616 -12.91847 -8.53429
Br11 2.18801 -10.08141 -10.09278
Br12 -0.14659 -11.87434 -8.72155
H20 1.54447 -12.43175 -10.50002
C11 1.15536 -11.40028 -4.01651
Br13 1.11282 -10.15112 -2.52124
Br14 2.91067 -11.56305 -4.83643
Br15 -0.30983 -11.06924 -5.30424
H21 0.89351 -12.37338 -3.62518
C12 -6.53455 -14.55187 -10.71600
C13 -5.36580 -15.36307 -11.23433
O7 -4.36332 -15.13245 -10.24416
S3 -4.34748 -13.50510 -9.96957
O8 -3.83476 -12.89472 -11.15144
O9 -3.84119 -13.11520 -8.68829
O10 -5.96609 -13.44929 -10.01833
H22 -7.18659 -15.14407 -10.06580
H23 -7.23839 -14.08618 -11.40887
H24 -4.92406 -15.03855 -12.17745
H25 -5.60596 -16.42410 -11.27058
C14 3.31556 -15.87411 -4.38784
C15 3.58580 -15.12084 -3.06200
O11 3.75731 -16.13228 -2.07659
S4 4.28629 -17.52582 -2.74635
O12 3.73998 -18.70439 -2.16726
O13 5.70893 -17.40945 -2.88050
O14 3.60077 -17.25133 -4.16433
H26 3.95375 -15.51340 -5.19144
H27 2.28207 -15.67817 -4.66838
H28 2.81218 -14.42885 -2.73111
H29 4.46148 -14.46987 -3.12375
C16 -0.55494 -17.10701 -12.80653
C17 -1.98945 -16.83728 -13.23336
O15 -2.43108 -15.73062 -12.46163
S5 -1.26866 -15.01781 -11.60223
O16 -1.35718 -15.38344 -10.22602
O17 -1.13744 -13.64074 -11.91819
O18 -0.08144 -15.82823 -12.38060
H30 0.14100 -17.43791 -13.57650
H31 -0.42891 -17.85086 -12.01480
H32 -2.67280 -17.65853 -13.02200
H33 -2.02546 -16.58738 -14.29482
C18 0.56134 -17.57959 -2.73986
C19 -0.52010 -18.59970 -3.08812
O19 -0.91394 -19.12008 -1.82869
S6 -1.07951 -17.86568 -0.76423
O20 -0.79720 -18.36114 0.54722
O21 -2.32650 -17.18740 -1.00940
O22 0.18192 -17.07113 -1.44464
H34 0.60501 -16.80062 -3.49337
H35 1.45848 -18.18548 -2.62474
H36 -0.19693 -19.32908 -3.82391
H37 -1.36936 -18.08456 -3.54781
C20 3.30190 -14.10973 -12.67820
C21 4.44692 -14.56294 -13.57365
O23 5.57800 -14.65181 -12.71378
S7 5.18889 -14.46751 -11.17365
O24 6.23498 -13.80558 -10.45584
O25 4.66830 -15.69936 -10.66370
O26 3.86941 -13.53382 -11.52375
H38 2.69362 -14.96305 -12.36028
H39 2.66280 -13.39968 -13.19982
H40 4.61966 -13.79558 -14.33268
H41 4.24058 -15.44459 -14.17857
C22 3.17432 -22.88724 -6.14801
C23 4.45219 -22.05923 -6.24151
O27 4.24176 -20.95821 -5.38555
S8 2.66102 -20.53731 -5.32318
O28 2.42950 -19.52549 -6.30094
O29 2.30341 -20.29977 -3.93965
O30 2.12277 -21.96113 -5.86738
H42 3.18064 -23.54983 -5.27378
H43 2.86550 -23.56704 -6.94004
H44 4.55340 -21.74343 -7.28228
H45 5.28628 -22.70783 -5.99060

net charge: 0

---

2.
Formula: C12H12N2O
Source: the OMol25 dataset
Level of theory: ωB97M-V with the def2-TZVPD basis set

CARTESIAN COORDINATES (ANGSTROEM)
O1 -1.45030 2.42366 0.47333
C1 -1.94898 1.33127 0.47959
C2 -2.40600 0.63519 1.66114
C3 -2.83303 -0.64781 1.70923
C4 -2.90231 -1.43275 0.55922
C5 -2.36718 -0.96263 -0.59792
C6 -2.07899 0.47413 -0.77425
C7 -0.82961 0.50195 -1.79678
C8 0.44586 -0.11844 -1.27563
C9 1.41739 0.61387 -0.67457
N1 2.58658 0.25343 -0.10713
C10 2.87114 -1.00840 0.37407
C11 4.08792 -0.86062 0.98365
N2 4.60488 0.34382 0.77683
C12 3.69011 0.97547 0.10123
H1 -2.32366 1.09859 2.63040
H2 -3.00623 -0.97018 2.74628
H3 -3.12992 -2.54652 0.73215
H4 -2.16931 -1.61658 -1.53774
H5 -2.86012 0.93795 -1.39855
H6 -1.02942 0.01160 -2.83304
H7 -0.63291 1.53167 -1.97243
H8 0.53563 -1.10938 -1.46346
H9 1.09180 1.59004 -0.49755
H10 2.21597 -1.83323 0.23400
H11 4.59392 -1.61381 1.65369
H12 3.82675 1.99770 -0.18575

net charge: 0
energy relative to the best compared isomer or geometry (same formula, charge and spin): 62.1 kcal/mol
structure (SMILES): O=C1C=CC=C[C@@H]1C/C=C/n1ccnc1

---

Max |F|? In order: 2.414 4.103 eV/Å.
HOMO-LUMO gap? In order: 8.8 8.3 eV.